Entry 1
{
  "formula": "C4H9ClN3",
  "method": "the ωB97M-V functional and the def2-TZVPD basis",
  "elements": ["H", "H", "H", "H", "Cl", "C", "H", "C", "N", "C", "N", "H", "H", "H", "H", "N", "C"],
  "positions_angstrom": [[2.5186, 0.0859, 2.2258], [4.0093, -1.0993, -0.4358], [0.8203, 1.9240, -0.4010], [3.4048, -1.6394, 0.9521], [-1.4566, 0.1858, -0.1844], [0.7782, 1.0927, -1.1202], [-4.1234, -0.9640, -0.1496], [-2.7174, 0.1694, 0.9999], [2.0204, 0.5057, 1.4227], [-3.9426, -0.2623, 0.7153], [1.5926, 0.1744, -0.9185], [-2.4292, 0.4838, 1.9720], [1.8321, -0.4887, -1.6311], [-4.6869, -0.2219, 1.4048], [0.2880, 1.2767, -2.0896], [3.2471, -1.0543, 0.1337], [2.3427, -0.1239, 0.3700]],
  "mulliken_charge": [0.268, 0.191, 0.372, 0.251, -0.174, -0.407, 0.218, -0.010, -0.503, -0.628, 0.018, 0.358, 0.291, 0.324, 0.412, -0.417, 0.435],
  "total_charge": 1,
  "homo_lumo_gap_ev": 8.01,
  "homo_ha": -0.4758
}


Entry 2
{
  "formula": "C4H9ClN3",
  "method": "the ωB97M-V functional and the def2-TZVPD basis",
  "elements": ["H", "C", "H", "N", "Cl", "H", "H", "H", "N", "H", "H", "C", "C", "C", "H", "H", "N"],
  "positions_angstrom": [[-1.8508, -0.1466, -0.0947], [-1.1225, 0.4891, 0.2982], [1.5385, 1.4575, -1.4698], [-0.0423, -0.7034, 2.2783], [2.0290, -1.4737, 0.0525], [-0.7695, 2.1161, -1.2645], [1.1392, 1.9641, 0.0256], [-0.4386, -0.0513, 2.8613], [-0.5397, -2.4302, -0.3709], [0.1043, -3.0396, -0.8840], [-1.5498, 1.2181, 0.9482], [0.1720, -1.5941, 0.2114], [-0.3140, -0.5085, 1.0965], [-0.4075, 1.0099, -0.9363], [1.5670, 0.2689, -0.3222], [-0.5478, 0.2235, -1.7822], [1.0325, 1.2003, -0.6473]],
  "mulliken_charge": [0.409, -0.798, 0.399, -0.538, -0.265, 0.339, 0.362, 0.298, -0.466, 0.317, 0.478, 0.214, 0.473, -0.577, 0.147, 0.330, -0.121],
  "total_charge": 1,
  "smiles": "[H]/N=C(Cl)/C(CC[NH3+])=N/[H]",
  "homo_lumo_gap_ev": 10.96,
  "homo_ha": -0.5329
}


Each structure's energy above the most stable one, in eV: entry 1 0.739; entry 2 0.000.


Entry 1
{
  "formula": "C2H5N2",
  "method": "the ωB97M-V functional and the def2-TZVPD basis",
  "elements": ["H", "H", "H", "C", "N", "H", "N", "C", "H"],
  "positions_angstrom": [[0.5654, -1.3707, -0.2073], [0.2072, 0.6326, 2.0187], [-1.1007, 1.0136, -2.8554], [0.6575, -0.3746, 0.1700], [-0.3570, 0.2672, -2.6008], [-1.1756, -0.2002, 1.0725], [0.4056, -0.2543, -2.0027], [-0.1336, 0.0441, 1.2017], [1.6763, -0.0759, 0.3396]],
  "mulliken_charge": [0.327, 0.272, 0.438, -0.629, 0.147, 0.247, 0.139, -0.246, 0.306],
  "total_charge": 1,
  "homo_lumo_gap_ev": [7.69, 7.69],
  "homo_ha": [-0.5320, -0.5320]
}


Entry 2
{
  "formula": "C2H5N2",
  "method": "the ωB97M-V functional and the def2-TZVPD basis",
  "elements": ["H", "H", "C", "C", "H", "N", "N", "H", "H"],
  "positions_angstrom": [[0.0277, 0.2975, -0.0535], [1.3548, 1.4851, 0.0360], [-1.9504, 0.0321, -0.0203], [1.9614, -0.4084, -0.0013], [-4.0890, -0.1948, 0.0215], [1.0903, 0.5007, -0.0106], [-3.0964, -0.0847, 0.0133], [3.0211, -0.1721, 0.0674], [1.6805, -1.4554, -0.0524]],
  "mulliken_charge": [0.301, 0.294, -0.480, -0.056, 0.318, -0.065, 0.139, 0.284, 0.265],
  "total_charge": 1,
  "homo_lumo_gap_ev": 11.53,
  "homo_ha": -0.6112
}


Entry 3
{
  "formula": "C2H5N2",
  "method": "the ωB97M-V functional and the def2-TZVPD basis",
  "elements": ["H", "H", "N", "H", "C", "N", "H", "C", "H"],
  "positions_angstrom": [[1.7817, -0.8368, 0.5823], [1.9691, 0.4414, -0.4727], [-2.0949, 0.2667, 0.4923], [0.0948, -1.1529, -1.3951], [1.1554, -0.0211, 0.1504], [-1.2267, -0.0696, -0.1554], [0.9352, 0.7209, 0.7967], [-0.0530, -0.5188, -0.5745], [-2.5616, 1.1701, 0.5760]],
  "mulliken_charge": [0.292, 0.319, -0.395, 0.380, -0.975, 0.458, 0.363, 0.207, 0.351],
  "total_charge": 1,
  "smiles": "CC=[N+]=N",
  "homo_lumo_gap_ev": 9.57,
  "homo_ha": -0.5788
}


Each structure's energy above the most stable one, in eV: entry 1 3.356; entry 2 0.000; entry 3 2.245.


Entry 1
{
  "formula": "C4H6S",
  "method": "the ωB97M-V functional and the def2-TZVPD basis",
  "elements": ["H", "C", "H", "H", "S", "H", "H", "C", "H", "C", "C"],
  "positions_angstrom": [[0.5295, 0.9230, 1.0372], [-0.2598, -0.8586, 0.0427], [-1.3440, 2.0353, 0.5949], [1.2673, -2.2128, -0.0900], [-1.9583, -0.3871, 0.0284], [1.0177, 0.9399, -0.6024], [-0.4974, -2.8229, -0.2063], [-1.0959, 1.1999, -0.1029], [-1.3217, 1.5508, -1.0401], [0.2617, -2.1035, -0.1222], [0.2462, 0.6376, 0.0851]],
  "mulliken_charge": [0.230, 0.376, 0.298, 0.334, -0.182, 0.296, 0.230, -0.437, 0.303, -0.846, -0.601],
  "homo_lumo_gap_ev": 9.08,
  "homo_ha": -0.2992
}


Entry 2
{
  "formula": "C4H6S",
  "method": "the ωB97M-V functional and the def2-TZVPD basis",
  "elements": ["S", "H", "C", "H", "H", "H", "H", "C", "C", "H", "C"],
  "positions_angstrom": [[-1.5683, -0.4789, -0.9877], [-1.4952, 0.9202, 1.4834], [-0.6105, -0.6523, 0.3983], [2.2450, -1.2435, -0.9020], [-0.0078, -1.6512, 0.4901], [-2.1096, 0.6191, -0.4393], [1.2643, 1.8295, -1.2998], [1.8127, -0.2864, -0.9781], [1.5222, 0.7886, -1.4336], [-0.2108, 0.0561, 2.2107], [-0.8420, 0.0988, 1.4579]],
  "mulliken_charge": [-0.168, 0.184, 0.093, 0.396, 0.325, 0.115, 0.315, -0.461, -0.203, 0.297, -0.893],
  "smiles": "C=CS.C#C",
  "homo_lumo_gap_ev": 9.35,
  "homo_ha": -0.3075
}


Each structure's energy above the most stable one, in eV: entry 1 0.000; entry 2 2.435.